Record 1
Below is a single C19H22N4OS molecule at a distorted geometry, with properties calculated with ωB97M-V with the def2-TZVPD basis set.

## Properties
**SMILES**: CCn1c(Cc2cccn2C)nnc1SCC(=O)c1ccc(C)cc1
**E_tot**: -1429.66559 Eh
**Orbital gap**: 0.3231 Eh
**HOMO level**: -0.3065 Eh
**Maximum force**: 0.023 hartree/bohr
**Spin multiplicity**: 1
**Relative energy (zero: lowest compared OMol25 entry of this formula, charge and spin)**: 162.0 kJ/mol

Geometry as XYZ:
```
47
Properties=species:S:1:pos:R:3:lowdin_charge:R:1
C -0.6126 -0.3792 -2.3441 -0.059
C -1.3282 0.7219 -1.5668 -0.200
N -0.9250 0.7270 -0.1859 -0.017
C -1.4999 0.1093 0.8952 -0.322
C -2.7555 -0.6789 0.8433 -0.051
C -3.9308 0.1775 0.4862 -0.260
C -4.0452 1.5425 0.3968 -0.054
C -5.3732 1.8289 0.0279 -0.086
C -6.0217 0.6317 -0.0918 -0.102
N -5.1452 -0.3707 0.1867 -0.124
C -5.4504 -1.7718 0.1848 -0.023
N -0.7853 0.3211 1.9610 0.079
N 0.2747 1.0748 1.6216 -0.003
C 0.1876 1.3138 0.3398 -0.625
S 1.3036 2.2388 -0.6192 1.012
C 2.4230 2.8254 0.6977 -0.345
C 3.8415 2.3553 0.4357 -0.429
O 4.7260 3.1636 0.2598 0.094
C 4.0748 0.8991 0.3673 -0.179
C 3.2549 -0.0429 0.9865 -0.023
C 3.5436 -1.3899 0.8747 -0.029
C 4.6439 -1.8346 0.1514 -0.274
C 4.9602 -3.2931 0.0386 -0.051
C 5.4671 -0.8895 -0.4555 -0.036
C 5.1925 0.4560 -0.3445 -0.007
H 0.4631 -0.2221 -2.3116 0.066
H -0.8340 -1.3564 -1.9201 0.074
H -0.9358 -0.3661 -3.3809 0.077
H -2.4120 0.5874 -1.6027 0.118
H -1.0783 1.6981 -1.9924 0.111
H -2.8934 -1.1288 1.8310 0.130
H -2.6469 -1.4895 0.1128 0.119
H -3.2689 2.2577 0.5853 0.109
H -5.7948 2.8016 -0.1275 0.091
H -7.0397 0.4184 -0.3526 0.111
H -4.8826 -2.2973 -0.5888 0.093
H -5.2138 -2.2206 1.1523 0.096
H -6.5121 -1.9062 -0.0138 0.091
H 2.0158 2.4351 1.6298 0.072
H 2.3977 3.9155 0.6899 0.087
H 2.4021 0.2623 1.5736 0.086
H 2.9014 -2.1083 1.3640 0.112
H 4.1406 -3.9019 0.4117 0.074
H 5.8533 -3.5257 0.6186 0.085
H 5.1591 -3.5633 -0.9971 0.081
H 6.3304 -1.2185 -1.0161 0.114
H 5.8285 1.1926 -0.8126 0.118
```

Record 2
Below is a molecular structure, C19H23AsCoN2O3, with properties calculated with ωB97M-V with the def2-TZVPD basis set.

## Properties
**E_tot**: -4691.60492 Eh
**Orbital gap (spin up / spin down)**: 0.2839 / 0.2816 Eh
**HOMO level (spin up / spin down)**: -0.2650 / -0.2636 Eh
**Maximum force**: 0.012 hartree/bohr
**Spin multiplicity**: 2
**Relative energy (zero: lowest compared OMol25 entry of this formula, charge and spin)**: 17.2 kJ/mol

Geometry as XYZ:
```
49
Properties=species:S:1:pos:R:3:lowdin_charge:R:1
Co -0.4332 0.6802 0.9165 0.542
O 0.8007 -0.6153 -0.0900 -0.108
C 1.7860 -0.2084 -0.7993 -0.389
C 2.3239 -1.0546 -1.8192 -0.045
C 3.3525 -0.6550 -2.6351 -0.105
C 3.9584 0.6049 -2.4841 -0.118
C 3.5087 1.4232 -1.4765 -0.067
C 2.4359 1.0653 -0.6423 -0.149
C 2.1143 1.9399 0.4541 -0.062
N 1.0898 1.8159 1.1993 -0.051
C 0.9046 2.6053 2.4017 -0.171
C 0.4421 1.6409 3.5003 -0.167
N -0.3576 0.5949 2.8596 -0.034
C -0.5790 -0.5228 3.4448 -0.064
C -1.3412 -1.6007 2.8738 -0.134
C -1.4675 -2.7814 3.6345 -0.062
C -2.2030 -3.8531 3.2008 -0.110
C -2.8569 -3.7525 1.9612 -0.087
C -2.7637 -2.6187 1.1961 -0.018
C -1.9941 -1.4961 1.6022 -0.328
O -1.9536 -0.4539 0.8397 -0.129
H 1.8759 -2.0362 -1.9240 0.111
H 3.7122 -1.3311 -3.4039 0.103
H 4.7789 0.9047 -3.1230 0.093
H 3.9870 2.3852 -1.3083 0.109
H 2.8418 2.7226 0.6892 0.134
H 0.1201 3.3425 2.2114 0.123
H 1.8124 3.1333 2.7001 0.117
H -0.1595 2.1855 4.2303 0.119
H 1.2954 1.2035 4.0238 0.120
H -0.1981 -0.6804 4.4579 0.135
H -0.9616 -2.8265 4.5965 0.108
H -2.2826 -4.7530 3.7980 0.094
H -3.4454 -4.5888 1.5982 0.102
H -3.2694 -2.5478 0.2402 0.105
C -2.6931 1.6508 -3.0946 -0.201
As -1.1001 0.9386 -2.2757 1.035
C -1.3349 -0.9622 -2.1464 -0.176
C 0.3576 1.2986 -3.4813 -0.175
O -0.8895 1.6469 -0.7981 -0.491
H -2.8211 1.2521 -4.0999 0.036
H -2.6137 2.7336 -3.1337 0.037
H -3.5432 1.3778 -2.4746 0.041
H -1.6174 -1.3702 -3.1183 0.045
H -2.1100 -1.1469 -1.4056 0.022
H -0.4049 -1.4022 -1.7995 0.018
H 0.0836 1.0148 -4.4977 0.044
H 1.2301 0.7346 -3.1592 0.002
H 0.5823 2.3619 -3.4400 0.048
```

Record 3
Below is a molecular structure, C19H23BrN2NaO2SeSi at a distorted geometry, with properties calculated with ωB97M-V with the def2-TZVPD basis set.

## Properties
**E_tot**: -6425.15644 Eh
**Orbital gap**: 0.2305 Eh
**HOMO level**: -0.1515 Eh
**Maximum force**: 0.033 hartree/bohr
**Spin multiplicity**: 1
**Relative energy (zero: lowest compared OMol25 entry of this formula, charge and spin)**: 53.4 kJ/mol
**Charge**: -1

Geometry as XYZ:
```
50
Properties=species:S:1:pos:R:3:lowdin_charge:R:1
Na -1.0933 0.5222 -1.2067 0.139
O 1.0323 -4.8726 -0.7178 0.035
C 1.3270 -4.2503 -1.9070 -0.275
C 2.0858 -4.8955 -2.8742 -0.048
C 2.4022 -4.2553 -4.0616 -0.110
C 1.9459 -2.9689 -4.2887 -0.097
C 1.1675 -2.3418 -3.3306 -0.015
C 0.8399 -2.9651 -2.1401 -0.091
C -0.1252 -2.2941 -1.1582 -0.493
O -0.8231 -1.3182 -1.6321 -0.247
N 0.7497 -1.9002 0.0312 0.029
N 0.4575 -0.8522 0.7295 -0.009
C 0.8498 -0.7085 1.9504 -0.223
C 0.5967 0.4919 2.6674 -0.597
Br -0.0616 1.9336 1.5618 0.768
C 0.7829 0.8025 3.9746 -0.142
C 1.2300 0.0200 5.1022 -0.219
C 1.6415 0.7327 6.2394 -0.050
C 2.0962 0.0952 7.3728 -0.100
C 2.1433 -1.2894 7.4235 -0.110
C 1.7124 -2.0146 6.3245 -0.097
C 1.2596 -1.3759 5.1855 -0.039
H 1.3994 -5.7642 -0.7473 0.099
H 2.4146 -5.9154 -2.7030 0.103
H 2.9846 -4.7795 -4.8095 0.095
H 2.1763 -2.4735 -5.2221 0.095
H 0.7638 -1.3544 -3.4930 0.116
H -0.7426 -3.1247 -0.7135 0.142
H 1.1846 -2.6963 0.5110 0.132
H 1.4377 -1.4910 2.4429 0.108
H 0.5726 1.8325 4.2343 0.078
H 1.6073 1.8116 6.2091 0.107
H 2.4199 0.6839 8.2200 0.097
H 2.5014 -1.7939 8.3103 0.093
H 1.7299 -3.0959 6.3553 0.098
H 0.8987 -1.9716 4.3637 0.093
C -2.2356 6.0876 -2.9592 -0.253
Si -2.8854 4.2995 -3.1021 0.009
C -4.7723 4.2087 -2.8333 -0.249
C -2.5804 3.6837 -4.8805 -0.248
Se -1.8125 3.0493 -1.6161 0.186
H -2.7564 6.7761 -3.6186 0.008
H -1.1799 6.1050 -3.2105 0.012
H -2.3327 6.4443 -1.9392 0.009
H -5.3068 4.9127 -3.4635 0.008
H -5.0310 4.4079 -1.7991 0.009
H -5.1193 3.2082 -3.0738 0.013
H -3.0523 4.3297 -5.6142 0.009
H -2.9829 2.6821 -4.9997 0.014
H -1.5176 3.6420 -5.0943 0.011
```